Computed, not measured: a molecular structure, C55H46AsBrCsF5N2OP2Te in a non-equilibrium geometry, with ωB97M-V/def2-TZVPD.

Element x y z (Å)
1 Cs 0.020 0.161 -0.190
2 Br 0.231 -4.533 6.669
3 C -0.136 -3.061 5.529
4 C 0.330 -3.065 4.225
5 C 0.028 -2.004 3.392
6 C -0.713 -0.919 3.861
7 C -1.165 -0.933 5.184
8 C -0.881 -2.001 6.018
9 N -1.040 0.107 2.963
10 C -1.148 1.307 3.351
11 C -1.573 2.414 2.480
12 C -1.979 3.607 3.077
13 C -2.352 4.672 2.275
14 C -2.297 4.517 0.900
15 C -1.884 3.291 0.396
16 N -1.542 2.261 1.155
17 H 0.919 -3.891 3.852
18 H 0.392 -2.018 2.373
19 H -1.776 -0.121 5.555
20 H -1.233 -2.010 7.040
21 H -0.915 1.617 4.377
22 H -1.990 3.701 4.155
23 H -2.665 5.610 2.715
24 H -2.551 5.327 0.230
25 H -1.827 3.135 -0.677
26 C -2.099 -1.471 -6.637
27 C -1.085 -0.604 -7.030
28 C -0.293 0.013 -6.076
29 C -0.498 -0.226 -4.720
30 C -1.527 -1.081 -4.338
31 C -2.323 -1.704 -5.290
32 As 0.565 0.645 -3.312
33 C 0.187 2.445 -4.013
34 C -1.070 2.968 -3.708
35 C -1.463 4.205 -4.190
36 C -0.594 4.946 -4.980
37 C 0.661 4.439 -5.283
38 C 1.048 3.194 -4.805
39 C 2.341 0.359 -4.031
40 C 2.648 -0.735 -4.832
41 C 3.953 -0.960 -5.245
42 C 4.965 -0.098 -4.853
43 C 4.672 0.985 -4.036
44 C 3.369 1.206 -3.623
45 H -2.717 -1.957 -7.382
46 H -0.917 -0.411 -8.082
47 H 0.495 0.691 -6.384
48 H -1.696 -1.255 -3.280
49 H -3.122 -2.372 -4.986
50 H -1.755 2.378 -3.105
51 H -2.447 4.593 -3.957
52 H -0.897 5.913 -5.361
53 H 1.341 5.012 -5.901
54 H 2.027 2.808 -5.056
55 H 1.864 -1.420 -5.134
56 H 4.183 -1.815 -5.868
57 H 5.985 -0.277 -5.169
58 H 5.459 1.648 -3.702
59 H 3.149 2.039 -2.966
60 C -1.598 -3.852 -2.282
61 P -1.397 -2.833 -0.725
62 C -3.022 -2.913 0.116
63 C -3.101 -2.923 1.510
64 C -4.329 -2.878 2.148
65 C -5.499 -2.799 1.408
66 C -5.428 -2.721 0.025
67 C -4.199 -2.762 -0.613
68 C -0.339 -3.962 0.263
69 C 1.035 -3.728 0.228
70 C 1.908 -4.533 0.947
71 C 1.413 -5.585 1.703
72 C 0.048 -5.839 1.726
73 C -0.825 -5.031 1.015
74 P -1.756 -5.713 -2.240
75 C -3.550 -5.984 -1.907
76 C -4.551 -5.555 -2.777
77 C -5.877 -5.862 -2.529
78 C -6.226 -6.600 -1.405
79 C -5.239 -7.042 -0.539
80 C -3.907 -6.746 -0.799
81 C -1.835 -6.033 -4.054
82 C -1.312 -5.191 -5.031
83 C -1.366 -5.546 -6.373
84 C -1.925 -6.753 -6.759
85 C -2.427 -7.612 -5.790
86 C -2.378 -7.258 -4.453
87 H -0.642 -3.674 -2.785
88 H -2.375 -3.415 -2.913
89 H -2.194 -2.968 2.101
90 H -4.375 -2.903 3.230
91 H -6.460 -2.783 1.905
92 H -6.335 -2.629 -0.559
93 H -4.163 -2.670 -1.691
94 H 1.431 -2.909 -0.366
95 H 2.971 -4.330 0.922
96 H 2.088 -6.203 2.280
97 H -0.338 -6.672 2.302
98 H -1.888 -5.220 1.056
99 H -4.289 -4.997 -3.669
100 H -6.647 -5.533 -3.217
101 H -7.264 -6.841 -1.214
102 H -5.502 -7.634 0.329
103 H -3.129 -7.125 -0.147
104 H -0.861 -4.243 -4.764
105 H -0.960 -4.872 -7.119
106 H -1.967 -7.025 -7.805
107 H -2.854 -8.565 -6.079
108 H -2.775 -7.932 -3.702
109 F 2.593 1.939 0.786
110 Te 3.478 0.343 0.156
111 F 4.658 0.804 1.553
112 F 4.619 1.465 -0.835
113 F 4.693 -1.066 -0.126
114 F 2.717 -0.707 1.586
115 O 2.243 -0.074 -1.023

Summary:
LUMO = -0.605 eV
Gap between HOMO and LUMO = 0.2791 Eh
Highest occupied orbital energy = -8.199 eV
Calculated total energy = -233697.494 eV
Relative energy (zero: lowest compared OMol25 entry of this formula, charge and spin) = 79.66 kJ/mol
Largest force on an atom = 0.07858 Eh/bohr
Net charge = 0